C23H18BCl52F3NO6PS | ωB97M-V/def2-TZVPD

Its HOMO energy is -7.95 eV. The calculation puts the HOMO-LUMO gap at 0.2848 Ha. As for the lowest unoccupied orbital energy: -0.200 eV. As for the calculated total energy: -718032.0528 eV.

Each line ends with the Löwdin charge.
CARTESIAN COORDINATES (ANGSTROEM)
C1 1.58 1.17 5.38  -0.09
C2 0.55 1.52 4.29  -0.11
B1 0.31 0.34 3.29  -0.53
O1 1.21 -0.68 3.14  0.17
N1 -0.89 0.27 2.28  0.02
C3 -1.34 -1.19 2.73  -0.66
O2 -1.29 -1.06 3.97  0.07
O3 -1.60 -2.11 2.01  0.03
C4 -2.04 1.18 2.74  -0.33
P1 -3.70 0.41 2.34  0.99
C5 -4.65 1.40 1.13  -0.30
C6 -4.61 0.31 3.93  -0.28
C7 -1.85 2.65 2.36  -0.20
O4 -0.64 2.94 1.69  -0.09
C8 -0.54 2.13 0.56  -0.18
C9 -0.37 0.63 0.92  -0.21
S1 -0.91 -0.23 -0.58  0.77
O5 -2.30 -0.59 -0.58  -0.28
O6 -0.49 0.60 -1.67  -0.31
C10 0.23 -1.71 -0.76  -0.71
F1 -0.43 -2.78 -1.11  0.12
F2 1.10 -1.43 -1.71  0.16
F3 0.92 -1.92 0.35  0.14
H1 1.69 2.02 6.04  0.08
H2 2.57 0.98 4.95  0.06
H3 1.26 0.33 5.99  0.09
H4 0.95 2.36 3.71  0.12
H5 -0.36 1.88 4.77  0.11
H6 2.11 -0.38 2.96  0.03
H7 -2.02 1.11 3.82  0.09
H8 -5.45 0.78 0.75  0.05
H9 -5.13 2.26 1.61  -0.01
H10 -4.07 1.82 0.32  -0.05
H11 -5.66 0.57 3.84  -0.01
H12 -4.51 -0.72 4.28  0.04
H13 -4.15 0.93 4.70  0.02
H14 -2.67 3.05 1.76  0.10
H15 -1.82 3.24 3.28  0.11
H16 -1.46 2.25 -0.02  0.05
H17 0.30 2.42 -0.06  0.14
H18 0.71 0.47 0.94  0.14
C11 -2.90 3.59 -2.80  -2.00
Cl1 -4.37 3.97 -3.69  0.53
Cl2 -2.51 4.94 -1.71  0.52
Cl3 -3.14 2.14 -1.83  0.64
Cl4 -1.57 3.33 -3.93  0.53
C12 -6.12 3.83 4.77  -2.04
Cl5 -6.06 3.18 6.41  0.55
Cl6 -4.48 3.89 4.11  0.57
Cl7 -7.11 2.78 3.75  0.56
Cl8 -6.80 5.45 4.80  0.54
C13 -1.62 8.10 -5.00  -2.05
Cl9 -2.99 8.57 -6.01  0.52
Cl10 -0.12 8.63 -5.76  0.52
Cl11 -1.77 8.85 -3.41  0.52
Cl12 -1.60 6.34 -4.82  0.49
C14 2.54 7.82 -8.86  -2.07
Cl13 2.82 9.48 -8.32  0.51
Cl14 3.47 7.51 -10.33  0.53
Cl15 3.04 6.70 -7.59  0.52
Cl16 0.82 7.60 -9.19  0.51
C15 5.65 -1.24 2.55  -2.03
Cl17 4.43 0.03 2.30  0.56
Cl18 7.24 -0.49 2.68  0.51
Cl19 5.27 -2.12 4.02  0.55
Cl20 5.62 -2.34 1.17  0.53
C16 -7.04 6.84 -2.93  -2.06
Cl21 -6.88 6.11 -1.33  0.52
Cl22 -5.44 7.10 -3.62  0.48
Cl23 -7.96 5.76 -3.98  0.52
Cl24 -7.89 8.38 -2.79  0.53
C17 -1.10 -6.13 0.06  -2.02
Cl25 -1.02 -4.57 0.86  0.63
Cl26 -2.35 -6.09 -1.20  0.53
Cl27 0.47 -6.50 -0.69  0.48
Cl28 -1.50 -7.38 1.23  0.51
C18 10.09 2.07 0.99  -2.05
Cl29 9.89 1.23 2.54  0.50
Cl30 11.78 1.98 0.49  0.53
Cl31 9.07 1.29 -0.22  0.50
Cl32 9.61 3.75 1.17  0.53
C19 -4.53 -7.60 4.32  -2.06
Cl33 -3.57 -9.07 4.52  0.52
Cl34 -3.49 -6.28 3.80  0.52
Cl35 -5.79 -7.88 3.12  0.49
Cl36 -5.28 -7.18 5.87  0.52
C20 9.06 -2.22 -2.77  -2.04
Cl37 8.32 -2.14 -4.37  0.52
Cl38 10.31 -0.98 -2.63  0.50
Cl39 7.83 -1.94 -1.54  0.49
Cl40 9.78 -3.81 -2.54  0.52
C21 11.95 -3.10 -6.29  -2.06
Cl41 11.43 -1.42 -6.17  0.51
Cl42 12.89 -3.53 -4.86  0.52
Cl43 10.54 -4.16 -6.41  0.51
Cl44 12.95 -3.31 -7.73  0.53
C22 3.36 -8.09 -3.40  -2.06
Cl45 1.79 -8.86 -3.62  0.53
Cl46 3.92 -7.42 -4.93  0.52
Cl47 3.21 -6.78 -2.22  0.49
Cl48 4.53 -9.27 -2.81  0.52
C23 -9.42 -9.33 1.29  -2.06
Cl49 -9.31 -10.55 0.01  0.52
Cl50 -8.69 -9.96 2.77  0.51
Cl51 -8.56 -7.87 0.79  0.51
Cl52 -11.12 -8.95 1.59  0.52


C45H37As2BiFN3O12Se | ωB97M-V/def2-TZVPD

Its HOMO energy is -3.27 eV. The calculation puts the HOMO-LUMO gap at 0.2361 Ha. As for the lowest unoccupied orbital energy: 3.152 eV. As for the energy above the lowest of the compared OMol25 structures with the same formula, charge and spin: 0.000 eV. As for the calculated total energy: -271886.1901 eV. Its charge is -2.

Each line ends with the Löwdin charge.
CARTESIAN COORDINATES (ANGSTROEM)
Bi1 -0.33 -0.19 1.69  1.86
O1 5.28 -1.47 4.47  0.11
C1 5.54 -1.62 3.19  -0.51
O2 6.67 -1.80 2.77  0.06
C2 4.39 -1.59 2.24  -0.05
C3 4.53 -1.91 0.91  -0.01
N1 3.31 -1.84 0.36  0.02
N2 2.37 -1.49 1.24  0.08
C4 3.00 -1.32 2.39  -0.14
C5 2.22 -0.87 3.59  -0.53
O3 2.75 -1.01 4.70  0.05
O4 1.08 -0.35 3.42  -0.16
H1 4.29 -1.30 4.62  0.06
H2 5.42 -2.16 0.36  0.13
H3 3.05 -2.00 -0.60  0.13
C6 0.78 -0.30 -1.85  -0.45
C7 0.46 -1.75 -1.50  -0.47
As1 -1.18 -2.54 -2.25  1.33
C8 -1.18 -4.24 -1.29  -0.39
C9 -0.20 -4.64 -0.40  -0.11
C10 -0.28 -5.87 0.24  -0.09
C11 -1.35 -6.72 -0.02  -0.10
C12 -2.34 -6.32 -0.91  -0.10
C13 -2.25 -5.09 -1.54  -0.13
C14 -0.40 -3.32 -3.90  -0.38
C15 -1.20 -3.29 -5.04  -0.15
C16 -0.80 -3.92 -6.22  -0.11
C17 0.42 -4.58 -6.27  -0.11
C18 1.23 -4.61 -5.14  -0.10
C19 0.82 -3.99 -3.97  -0.11
As2 -0.39 1.32 -1.79  1.32
C20 -2.22 1.06 -1.16  -0.42
C21 -3.22 0.29 -1.75  -0.14
C22 -4.52 0.34 -1.26  -0.08
C23 -4.84 1.17 -0.19  -0.08
C24 -3.86 1.96 0.38  -0.09
C25 -2.56 1.91 -0.11  -0.18
C26 -0.88 1.41 -3.70  -0.40
C27 -1.36 2.64 -4.16  -0.13
C28 -1.75 2.80 -5.48  -0.11
C29 -1.66 1.74 -6.38  -0.11
C30 -1.19 0.52 -5.93  -0.09
C31 -0.81 0.35 -4.60  -0.12
H4 1.18 -0.24 -2.87  0.05
H5 1.58 0.05 -1.19  0.03
H6 0.39 -1.88 -0.42  -0.02
H7 1.31 -2.36 -1.84  0.04
H8 0.63 -3.99 -0.15  0.09
H9 0.48 -6.16 0.95  0.10
H10 -1.43 -7.66 0.50  0.09
H11 -3.19 -6.97 -1.09  0.09
H12 -3.04 -4.78 -2.22  0.09
H13 -2.15 -2.77 -5.01  0.09
H14 -1.45 -3.90 -7.09  0.09
H15 0.73 -5.07 -7.18  0.09
H16 2.18 -5.13 -5.17  0.09
H17 1.45 -4.06 -3.09  0.09
H18 -2.99 -0.36 -2.58  0.05
H19 -5.28 -0.27 -1.72  0.10
H20 -5.85 1.18 0.20  0.10
H21 -4.09 2.60 1.22  0.10
H22 -1.78 2.53 0.34  0.07
H23 -1.42 3.47 -3.47  0.09
H24 -2.12 3.76 -5.82  0.09
H25 -1.95 1.87 -7.41  0.09
H26 -1.12 -0.32 -6.61  0.09
H27 -0.46 -0.62 -4.29  0.06
F1 1.11 4.04 6.93  0.02
C32 0.44 3.29 6.01  -0.29
C33 0.03 3.88 4.83  -0.02
C34 -0.66 3.11 3.91  -0.05
C35 -0.94 1.76 4.15  -0.31
C36 -1.68 0.96 3.13  -0.25
C37 -0.50 1.20 5.35  -0.04
C38 0.19 1.96 6.28  -0.01
H28 0.26 4.92 4.64  0.11
H29 -0.98 3.56 2.98  0.10
H30 -2.29 1.61 2.51  0.02
H31 -2.31 0.18 3.55  0.04
H32 -0.68 0.15 5.54  0.12
H33 0.56 1.52 7.20  0.11
O5 2.92 1.85 1.95  0.04
C39 1.89 2.45 1.65  -0.62
O6 0.80 1.97 1.22  -0.25
C40 1.91 3.97 1.79  -0.11
C41 0.91 4.75 1.21  -0.02
C42 0.92 6.13 1.34  0.00
C43 1.95 6.71 2.06  -0.16
C44 2.96 5.96 2.66  0.00
C45 2.93 4.58 2.51  0.00
N3 1.98 8.17 2.20  -0.36
O7 1.04 8.81 1.76  0.05
O8 2.94 8.68 2.76  0.05
H34 0.13 4.25 0.65  0.10
H35 0.16 6.75 0.90  0.11
H36 3.73 6.46 3.22  0.11
H37 3.68 3.95 2.95  0.12
O9 -3.66 -1.61 2.52  -0.50
Se1 -2.46 -2.44 1.80  0.73
O10 -2.06 -1.69 0.36  -0.64
O11 -1.00 -2.13 2.63  -0.63
O12 -2.72 -4.03 1.68  -0.46